Below is one molecule with the formula C4H7NO, with properties calculated with ωB97M-V with the def2-TZVPD basis set.

Calculated values
HOMO energy: -9.888 eV
E_LUMO: 1.00 eV
total energy: -7798.96024 eV
HOMO-LUMO gap: 10.89 eV
structure (SMILES): NC(=O)C1CC1

Last column: Mulliken charge in e.
Positions of all 13 atoms, in Å:
N: -0.9928 -0.5315 -1.9387  -0.420
C: -0.1600 0.1093 -1.0680  0.478
O: 0.6182 0.9683 -1.4546  -0.636
C: -0.2107 -0.2958 0.3738  -0.069
C: 0.1180 0.8082 1.3525  -0.535
C: 1.1234 -0.2548 1.0841  -0.539
H: -1.7328 -1.1519 -1.6568  0.194
H: -0.9884 -0.1876 -2.8883  0.244
H: -0.9275 -1.0543 0.6811  0.313
H: 0.2972 1.7822 0.9079  0.230
H: -0.3994 0.8103 2.3072  0.254
H: 1.3154 -1.0006 1.8496  0.254
H: 1.9697 0.0119 0.4587  0.232

***

Below is one molecule with the formula C4H7NO in a non-equilibrium geometry, with properties calculated with ωB97M-V with the def2-TZVPD basis set.

Calculated values
HOMO energy: -8.477 eV
E_LUMO: 0.23 eV
total energy: -7794.82882 eV
HOMO-LUMO gap: 8.71 eV
structure (SMILES): C/N=C/[C@H]1CO1

Last column: Mulliken charge in e.
Positions of all 13 atoms, in Å:
C: 0.8185 -1.7011 -0.4575  -0.843
N: -0.1471 -1.1307 0.4925  -0.470
C: -0.8086 -0.3835 -0.2915  -0.193
C: -0.5688 1.0635 -0.1806  0.009
C: -0.3035 1.6451 1.1289  -0.376
O: 0.7705 1.3606 0.2667  -0.381
H: 1.4927 -0.8670 -0.7422  0.279
H: 0.4482 -2.1555 -1.3928  0.339
H: 1.3454 -2.3716 0.1816  0.280
H: -1.2797 -0.7730 -1.2074  0.465
H: -0.8391 1.6463 -1.0529  0.350
H: -0.5447 2.6919 1.2712  0.281
H: -0.3837 0.9750 1.9840  0.261

***

Below is one molecule with the formula C4H7NO in a non-equilibrium geometry, with properties calculated with ωB97M-V with the def2-TZVPD basis set.

Calculated values
HOMO energy: -9.422 eV
E_LUMO: 0.79 eV
total energy: -7795.71571 eV
HOMO-LUMO gap: 10.21 eV
structure (SMILES): CC(=O)[C@H]1CN1

Last column: Mulliken charge in e.
Positions of all 13 atoms, in Å:
C: -1.7529 -0.8171 -1.0270  -1.179
C: -0.4834 -0.5141 -0.3293  0.713
O: 0.1660 -1.3071 0.4797  -0.681
C: 0.0314 0.7915 -0.2652  -0.277
C: 0.7474 1.0816 1.0613  -0.406
N: 1.5567 0.8745 0.0393  -0.526
H: -1.6877 -0.8611 -2.0992  0.362
H: -1.7247 -1.9186 -0.9451  0.355
H: -2.5635 -0.3025 -0.4357  0.272
H: -0.2877 1.6519 -0.7321  0.447
H: 0.3813 0.3427 1.8227  0.276
H: 0.5681 2.1670 1.2438  0.292
H: 1.8349 0.0042 0.3940  0.352

***

Below is an isolated ion of composition C4H7NO2 and charge -1 in a non-equilibrium geometry, with properties calculated with ωB97M-V with the def2-TZVPD basis set.

Calculated values
charge: -1
HOMO energy (spin up / spin down): 0.165 / -3.445 eV
E_LUMO (spin up / spin down): 4.14 / 4.02 eV
total energy: -9843.59904 eV
spin multiplicity: 2
HOMO-LUMO gap (spin up / spin down): 3.98 / 7.46 eV

Last column: Löwdin spin population.
Positions of all 14 atoms, in Å:
O: 2.8971 0.8327 -1.4099  0.017
C: 2.1508 0.6887 -0.4408  0.022
N: 1.0453 -0.0684 -0.4116  0.013
C: 0.1152 -0.0969 0.6719  0.078
C: -1.3641 -0.8493 0.6726  0.045
C: -1.5275 0.0611 -0.6660  0.412
O: -1.4704 -0.5113 -1.7942  0.269
H: 2.3251 1.1730 0.5444  0.006
H: 0.8991 -0.6193 -1.2509  0.004
H: 0.5487 -0.2764 1.7123  0.048
H: -0.0396 0.9579 0.9793  0.008
H: -1.5189 -1.8635 0.3236  0.007
H: -2.0158 -0.4207 1.4283  0.019
H: -2.0449 0.9925 -0.3590  0.051

***

Below is one molecule with the formula C4H7NO2, with properties calculated with ωB97M-V with the def2-TZVPD basis set.

Calculated values
HOMO energy: -9.551 eV
E_LUMO: 0.85 eV
total energy: -9845.90304 eV
HOMO-LUMO gap: 10.40 eV
structure (SMILES): NC(=O)[C@H]1C[C@H]1O

Last column: Mulliken charge in e.
Positions of all 14 atoms, in Å:
N: -1.3759 0.7910 1.4906  -0.364
C: -1.3497 0.3065 0.2176  0.277
O: -2.3264 -0.1955 -0.3001  -0.609
C: -0.0412 0.5399 -0.5049  -0.023
C: 1.2936 0.1878 0.1165  -0.795
C: 0.7583 -0.5674 -1.0843  -0.061
O: 0.2834 -1.8514 -0.8778  -0.510
H: -0.5699 1.2169 1.9129  0.224
H: -2.2504 0.7443 1.9907  0.234
H: -0.0827 1.4411 -1.1122  0.356
H: 2.1259 0.8756 -0.0108  0.280
H: 1.2934 -0.3812 1.0520  0.320
H: 1.2390 -0.4423 -2.0582  0.353
H: 1.0464 -2.4249 -0.9687  0.318

***

Below is C4H7NO2 as an isolated structure in a non-equilibrium geometry, with properties calculated with ωB97M-V with the def2-TZVPD basis set.

Calculated values
HOMO energy: -8.976 eV
E_LUMO: 0.66 eV
total energy: -9842.80715 eV
HOMO-LUMO gap: 9.64 eV

Last column: Mulliken charge in e.
Positions of all 14 atoms, in Å:
C: -0.7378 -1.1095 0.1251  -0.785
C: -0.5977 0.2053 -0.5625  0.051
C: -1.2511 1.4194 -0.0746  -0.062
O: -1.8387 1.4942 0.9844  -0.523
C: 0.6409 -0.2371 0.1870  0.445
O: 0.9987 0.1532 1.4606  -0.529
N: 1.8231 0.0267 -0.7005  -0.714
H: 0.1623 0.1159 1.9239  0.391
H: -1.5163 -1.0682 0.9346  0.266
H: -0.8366 -2.0054 -0.4758  0.289
H: -0.4400 0.1595 -1.6322  0.206
H: -1.1197 2.3069 -0.7094  0.367
H: 2.1013 -1.0669 -1.4023  0.307
H: 2.7429 -0.0587 -0.3023  0.292

***

Below is C4H7NO2 as an isolated structure, with properties calculated with ωB97M-V with the def2-TZVPD basis set.

Calculated values
HOMO energy: -8.261 eV
E_LUMO: 0.54 eV
total energy: -9843.11716 eV
HOMO-LUMO gap: 8.80 eV

Last column: Mulliken charge in e.
Positions of all 14 atoms, in Å:
N: 1.5188 0.6574 1.7755  -0.376
C: 0.6382 0.4544 0.7676  0.838
O: -0.2784 1.3055 0.5690  -0.559
C: 0.6352 -0.7943 -0.0239  -0.965
C: -1.1948 -0.8357 -0.3493  0.216
C: -1.2096 0.5251 -0.8768  -0.325
O: -1.7212 -1.3697 -1.4079  -0.699
H: 1.3115 1.3224 2.5080  0.242
H: 2.3421 0.0839 1.8898  0.206
H: 1.3511 -1.5185 0.4066  0.280
H: 0.9333 -0.6511 -1.0648  0.293
H: -1.6824 -0.9848 0.6354  0.290
H: -0.5147 0.6754 -1.7030  0.260
H: -2.1248 1.1091 -0.9621  0.298

***

Below is one molecule with the formula C4H7NO2, with properties calculated with ωB97M-V with the def2-TZVPD basis set.

Calculated values
HOMO energy: -8.541 eV
E_LUMO: 0.45 eV
total energy: -9840.32061 eV
HOMO-LUMO gap: 8.99 eV

Last column: Mulliken charge in e.
Positions of all 14 atoms, in Å:
C: 1.2754 0.0016 -1.4538  -1.211
C: 0.3726 -0.0364 -0.2606  0.752
N: 0.7816 -0.1753 0.9425  -0.380
O: 2.1679 -0.2964 0.9678  -0.429
C: -1.0773 0.1613 -0.6681  -0.319
C: -2.1067 0.1186 0.8561  -0.430
O: -1.6592 1.2062 0.0679  -0.262
H: 1.9815 -0.8336 -1.4421  0.347
H: 0.6698 -0.0313 -2.3617  0.416
H: 1.8546 0.9295 -1.4279  0.292
H: 2.3804 -0.3477 1.9085  0.370
H: -1.8663 -0.8097 0.1835  0.259
H: -3.1975 0.0880 0.8873  0.316
H: -1.5768 0.0252 1.8008  0.278

***

Below is C4H7NO2 as an isolated structure in a non-equilibrium geometry, with properties calculated with ωB97M-V with the def2-TZVPD basis set.

Calculated values
HOMO energy: -9.222 eV
E_LUMO: 0.89 eV
total energy: -9840.76517 eV
HOMO-LUMO gap: 10.11 eV

Last column: Mulliken charge in e.
Positions of all 14 atoms, in Å:
C: -0.3095 1.0541 0.3229  -0.476
C: -1.5199 0.1257 0.1571  -0.408
C: -0.8927 -1.2773 -0.2757  0.106
C: 1.9023 0.0157 -0.2267  -0.045
H: -0.4164 2.2816 0.1308  0.287
H: -0.0288 1.0511 1.3483  0.301
H: -1.9902 0.4710 -1.0465  0.209
H: -2.3952 -0.1335 0.8931  0.349
H: -1.5979 -1.7260 -0.9072  0.433
H: 2.4210 0.5631 0.5048  0.255
H: 2.4734 -0.5276 -0.9143  0.308
N: 0.2780 -1.7226 -0.0200  -0.553
O: 1.2889 -0.8373 0.6759  -0.328
O: 0.7872 0.6619 -0.6426  -0.439

***

Below is a 2-piece molecular cluster, C4H7NO2 overall, with properties calculated with ωB97M-V with the def2-TZVPD basis set.

Calculated values
HOMO energy: -9.027 eV
E_LUMO: 0.29 eV
total energy: -9844.59979 eV
HOMO-LUMO gap: 9.31 eV
structure (SMILES): C=NC=O.C=CO

Last column: Mulliken charge in e.
Positions of all 14 atoms, in Å:
C: -0.5524 1.5431 -0.0654  -0.287
N: -1.5770 0.8383 0.1839  -0.357
C: -2.0304 -0.0622 -0.7856  0.061
O: -1.3405 -0.8879 -1.3380  -0.421
H: -0.0476 1.5482 -1.0366  0.313
H: -0.1425 2.1754 0.7237  0.323
H: -3.1189 -0.0124 -0.9438  0.375
C: 1.5753 -0.9252 -0.3430  -0.646
C: 1.4774 -0.4039 0.8776  -0.105
O: 0.5349 -0.6923 1.8120  -0.468
H: 2.3487 -0.5859 -1.0219  0.272
H: 0.8682 -1.6611 -0.7130  0.233
H: 2.1626 0.3530 1.2511  0.384
H: -0.1580 -1.2271 1.3989  0.322

***

Below is one molecule with the formula C4H7NO2 in a non-equilibrium geometry, with properties calculated with ωB97M-V with the def2-TZVPD basis set.

Calculated values
HOMO energy: -9.490 eV
E_LUMO: 0.48 eV
total energy: -9842.26465 eV
HOMO-LUMO gap: 9.97 eV
structure (SMILES): O[C@H]1C=NC[C@@H]1O

Last column: Mulliken charge in e.
Positions of all 14 atoms, in Å:
O: -1.7228 0.9025 0.4866  -0.580
C: -0.2918 0.8325 0.4927  -0.157
C: -0.0510 -0.4299 1.3208  -0.230
N: -0.1772 -1.5045 0.4515  -0.495
C: 0.1387 -1.2550 -0.7939  -0.446
C: 0.1997 0.4024 -0.7987  0.182
O: 1.5929 0.6763 -0.6148  -0.557
H: -2.0605 -0.1725 0.4303  0.436
H: 0.2524 1.8266 0.7771  0.331
H: -0.0839 -0.4829 2.3854  0.390
H: 1.1666 -1.7536 -1.0972  0.272
H: -0.7724 -1.7118 -1.2683  0.282
H: -0.0862 1.1132 -1.6479  0.282
H: 1.8953 1.5565 -0.1237  0.290

***

Below is one molecule with the formula C4H7NO2, with properties calculated with ωB97M-V with the def2-TZVPD basis set.

Calculated values
HOMO energy: -9.277 eV
E_LUMO: 0.79 eV
total energy: -9846.05736 eV
HOMO-LUMO gap: 10.06 eV
structure (SMILES): CO/C=C/C(N)=O

Last column: Mulliken charge in e.
Positions of all 14 atoms, in Å:
C: 1.9792 -1.3329 0.5887  -0.609
O: 1.5321 -1.2254 -0.7561  -0.361
C: 0.3758 -0.5790 -0.9776  0.175
C: -0.1805 0.3627 -0.2087  -0.360
C: -1.5290 0.8682 -0.5397  0.458
N: -1.9921 1.8245 0.3291  -0.407
O: -2.1908 0.4812 -1.4897  -0.628
H: 1.4482 -2.1644 1.0694  0.290
H: 3.0476 -1.5439 0.5398  0.222
H: 1.8221 -0.4214 1.1720  0.254
H: -0.1107 -0.9018 -1.8979  0.400
H: 0.3301 0.7742 0.6570  0.106
H: -1.5384 1.9615 1.2173  0.207
H: -2.9738 2.0463 0.2720  0.252

***

Below is C4H7NO2 as an isolated structure in a non-equilibrium geometry, with properties calculated with ωB97M-V with the def2-TZVPD basis set.

Calculated values
HOMO energy: -8.754 eV
E_LUMO: 0.78 eV
total energy: -9843.03664 eV
HOMO-LUMO gap: 9.54 eV

Last column: Mulliken charge in e.
Positions of all 14 atoms, in Å:
C: 0.7414 0.4131 -1.5948  -0.772
N: -0.1150 0.2880 -0.4310  -0.030
C: -0.0698 -0.7393 0.3702  0.499
C: -0.4379 1.5366 0.6080  0.191
C: -0.2473 -2.0415 0.4441  -0.909
O: -0.1190 0.2183 1.8081  -0.538
O: -1.5507 1.9498 0.7723  -0.546
H: -0.9317 0.0155 2.2943  0.344
H: 0.4614 2.1595 0.4958  0.316
H: 1.4766 -0.3939 -1.6364  0.343
H: 1.2815 1.3636 -1.5423  0.284
H: 0.1399 0.3898 -2.5069  0.260
H: -0.0541 -2.5843 1.3541  0.282
H: -0.5752 -2.5753 -0.4356  0.275

***

Below is one molecule with the formula C4H7NO2, with properties calculated with ωB97M-V with the def2-TZVPD basis set.

Calculated values
HOMO energy: -9.797 eV
E_LUMO: 0.98 eV
total energy: -9843.70623 eV
HOMO-LUMO gap: 10.78 eV
structure (SMILES): C/C(=N\O)[C@H]1CO1

Last column: Mulliken charge in e.
Positions of all 14 atoms, in Å:
C: -1.2751 -1.1137 -0.1548  -1.075
C: -0.3933 0.0999 -0.1401  0.460
N: -0.7187 1.2441 0.3223  -0.510
O: -2.0233 1.2565 0.7909  -0.388
C: 0.9962 0.0172 -0.6925  0.175
C: 2.1403 0.2730 0.1777  -0.413
O: 1.7879 -1.0530 -0.1986  -0.426
H: -2.0679 -1.0120 -0.9046  0.312
H: -0.6862 -2.0079 -0.3699  0.325
H: -1.7645 -1.2259 0.8170  0.325
H: -2.1128 2.1528 1.1395  0.372
H: 1.0991 0.1898 -1.7660  0.325
H: 3.0728 0.6518 -0.2389  0.270
H: 1.9453 0.5272 1.2182  0.247

***

Below is a 2-piece molecular cluster, C4H7NO2 overall, with properties calculated with ωB97M-V with the def2-TZVPD basis set.

Calculated values
HOMO energy: -8.666 eV
E_LUMO: 0.62 eV
total energy: -9842.99734 eV
HOMO-LUMO gap: 9.28 eV

Last column: Mulliken charge in e.
Positions of all 14 atoms, in Å:
O: -0.3699 2.0939 0.3641  -0.507
C: -0.1145 0.7390 0.5712  0.261
C: -1.2356 -0.2676 0.3086  -0.735
N: -0.5928 -1.3329 -0.1464  0.015
C: 0.8323 -1.2444 -0.4784  -0.423
C: 1.0706 0.2369 -0.2343  0.489
O: 1.9563 0.9259 -0.6805  -0.572
H: 0.3819 2.4380 -0.1458  0.352
H: 0.1066 0.5489 1.6389  0.284
H: -1.9681 0.5598 -1.1828  0.103
H: -1.4890 0.7948 -1.7150  -0.033
H: -1.1085 -2.1718 -0.3805  0.214
H: 1.0358 -1.5076 -1.5211  0.283
H: 1.4565 -1.8631 0.1767  0.269

***

Below is a 2-piece molecular cluster, C4H7NO2 overall, with properties calculated with ωB97M-V with the def2-TZVPD basis set.

Calculated values
HOMO energy (spin up / spin down): -7.691 / -7.498 eV
E_LUMO (spin up / spin down): 0.78 / 0.53 eV
total energy: -9842.61349 eV
HOMO-LUMO gap (spin up / spin down): 8.47 / 8.03 eV

Last column: Mulliken charge in e.
Positions of all 14 atoms, in Å:
C: 2.3641 0.1753 -0.5985  -0.625
N: 1.8926 -0.9031 0.2282  -0.380
C: 0.8287 -1.2435 0.6809  0.728
C: -0.8825 1.1009 0.0497  -0.733
O: -1.8308 0.3460 -0.4589  -0.233
C: -2.6066 -0.4870 0.1346  -0.382
O: -0.1168 -1.7254 1.1967  -0.484
H: 1.5929 0.4964 -1.3049  0.264
H: 2.6470 1.0301 0.0242  0.264
H: 3.2475 -0.1558 -1.1494  0.262
H: -0.5297 1.8669 -0.6257  0.386
H: -0.8353 1.1931 1.1304  0.348
H: -3.2462 -1.0679 -0.5137  0.281
H: -2.5248 -0.6261 1.2065  0.303

***

Below is one molecule with the formula C4H7NO2, with properties calculated with ωB97M-V with the def2-TZVPD basis set.

Calculated values
HOMO energy: -10.129 eV
E_LUMO: 0.82 eV
total energy: -9845.16154 eV
HOMO-LUMO gap: 10.95 eV
structure (SMILES): C=NC[C@@H](O)C=O

Last column: Mulliken charge in e.
Positions of all 14 atoms, in Å:
C: -1.1444 -1.1341 -1.3275  -0.280
N: -0.5396 -0.0237 -1.3234  -0.404
C: 0.7992 -0.0065 -0.7628  -0.620
C: 0.7762 0.6510 0.6311  0.003
O: 0.5398 2.0226 0.5636  -0.549
C: -0.2854 -0.0255 1.4804  0.020
O: -1.2930 0.5546 1.8117  -0.508
H: -0.6957 -2.0698 -0.9587  0.242
H: -2.1686 -1.1868 -1.6979  0.274
H: 1.2457 -1.0134 -0.6936  0.383
H: 1.4378 0.6174 -1.3959  0.327
H: 1.7559 0.4755 1.0994  0.338
H: -0.4070 2.1397 0.7458  0.369
H: -0.1141 -1.0851 1.7579  0.404

***

Below is one molecule with the formula C4H7NO2, with properties calculated with ωB97M-V with the def2-TZVPD basis set.

Calculated values
HOMO energy: -9.820 eV
E_LUMO: 0.67 eV
total energy: -9846.85566 eV
HOMO-LUMO gap: 10.49 eV
structure (SMILES): C[C@@H](C=O)C(N)=O

Last column: Mulliken charge in e.
Positions of all 14 atoms, in Å:
C: -0.3062 0.4963 -1.3079  -1.678
C: 0.4188 -0.3394 -0.2612  0.756
C: 1.8065 0.2181 0.0390  -0.110
O: 2.3639 1.0137 -0.6776  -0.486
C: -0.2958 -0.5975 1.0662  0.236
N: -1.5878 -0.1891 1.1563  -0.321
O: 0.2816 -1.1554 1.9847  -0.633
H: -0.5697 1.4840 -0.9128  0.391
H: 0.3540 0.6606 -2.1623  0.378
H: -1.2127 -0.0029 -1.6661  0.420
H: 0.6097 -1.3487 -0.6588  0.226
H: 2.2751 -0.1739 0.9603  0.387
H: -2.0675 0.2908 0.4140  0.184
H: -2.0699 -0.3567 2.0261  0.249

***

Below is one molecule with the formula C4H7NO2 in a non-equilibrium geometry, with properties calculated with ωB97M-V with the def2-TZVPD basis set.

Calculated values
HOMO energy: -9.904 eV
E_LUMO: 0.74 eV
total energy: -9845.64742 eV
HOMO-LUMO gap: 10.64 eV
structure (SMILES): O=C1NCCCO1

Last column: Mulliken charge in e.
Positions of all 14 atoms, in Å:
O: 1.8546 -0.4951 -1.2658  -0.509
C: 1.4920 -0.3620 -0.1314  0.717
N: 1.2015 0.8999 0.4409  -0.447
C: -0.0773 1.2571 -0.2256  -0.563
C: -0.8970 -0.0369 -0.4932  -0.472
C: -0.4990 -1.1526 0.4713  -0.563
O: 0.9883 -1.3919 0.6042  -0.396
H: 1.0468 0.7856 1.4397  0.304
H: -0.6260 1.9435 0.4218  0.365
H: 0.1613 1.7812 -1.1545  0.256
H: -1.9501 0.0372 -0.1973  0.367
H: -0.8703 -0.3289 -1.5516  0.279
H: -0.8095 -0.8649 1.4746  0.325
H: -1.0153 -2.0723 0.1669  0.337